a.
This record from OMol25 describes a 11-piece molecular cluster, C40H112N10O11 overall. The level of theory is ωB97M-V/def2-TZVPD.

```
173
Properties=species:S:1:pos:R:3:lowdin_charge:R:1
O -2.978 -8.243 -4.062 -0.18
O 0.141 0.637 -1.187 -0.20
O 9.777 1.761 4.323 -0.23
O 2.458 -5.179 -10.521 -0.17
O -8.234 -5.830 1.652 -0.21
O 0.356 1.192 9.421 -0.23
O -4.033 1.701 4.467 -0.05
O -6.669 10.453 -1.448 -0.17
O 2.201 8.344 -9.191 -0.19
O -3.678 5.866 6.172 -0.19
O 8.727 -7.898 3.356 -0.21
N -0.049 -1.094 2.173 0.03
N 2.243 2.894 8.311 0.04
N -9.473 -9.543 1.466 0.00
N 3.438 9.034 -12.689 0.04
N 1.874 -6.583 -8.044 0.03
N 7.150 0.339 4.813 0.04
N 7.105 -9.508 0.440 0.02
N -6.301 6.167 5.133 0.05
N -3.172 9.238 -1.273 0.03
N -6.390 -8.272 -5.314 0.03
C 2.530 10.669 -11.198 -0.09
C 3.472 -5.348 -11.558 -0.09
C 1.987 -5.189 -8.227 -0.44
C -4.425 -8.240 -4.005 -0.21
C 8.626 -8.906 2.355 -0.17
C -6.985 7.774 6.858 -0.06
C -4.956 -8.131 -5.437 -0.49
C 1.673 -1.511 0.483 -0.05
C 9.899 -7.981 4.113 -0.13
C -0.451 -0.192 -0.120 -0.17
C -10.406 -7.872 2.798 -0.08
C 0.817 2.214 10.228 -0.22
C 2.243 2.326 9.642 -0.43
C 1.351 7.318 -8.606 -0.08
C 3.221 9.343 -11.331 -0.47
C 9.388 0.861 5.481 -0.15
C 10.770 2.740 4.628 -0.11
C -5.842 7.134 6.107 -0.47
C 8.449 -0.227 5.021 -0.46
C 2.378 8.243 -10.584 -0.21
C -4.309 10.095 -1.755 -0.44
C 7.255 -8.595 1.567 -0.44
C -8.111 -7.353 1.612 -0.11
C -2.820 6.486 5.305 -0.15
C -5.546 9.803 -0.990 -0.26
C -4.663 6.576 6.929 -0.16
C 3.129 3.206 10.578 -0.07
C -6.609 11.875 -1.545 -0.10
C 9.025 -0.959 3.774 -0.07
C -4.434 9.886 -3.291 -0.04
C -2.572 -7.964 -2.714 -0.12
C 0.385 1.992 -0.799 -0.11
C -1.035 0.829 9.599 -0.07
C -9.508 -8.039 1.553 -0.38
C 6.104 -8.677 2.453 -0.09
C 0.580 -0.534 0.985 -0.45
C -4.559 -6.899 -6.082 -0.07
C 2.546 -4.595 -6.897 -0.07
C -6.942 -5.232 1.652 -0.14
C 3.114 -4.985 -9.307 -0.25
H 1.354 8.279 -10.956 0.12
H 4.011 3.620 10.090 0.06
H -4.048 11.114 -1.467 0.12
H 3.592 8.066 -12.933 0.07
H 1.439 -7.130 -8.773 0.08
H -0.799 -1.154 -0.497 0.12
H 9.715 -7.382 5.005 0.09
H 8.744 -9.911 2.761 0.12
H 1.795 6.335 -8.761 0.08
H 3.562 -3.992 -9.260 0.11
H 5.119 -8.553 2.003 0.08
H -1.325 0.108 10.364 0.08
H 6.220 -9.248 0.029 0.06
H -10.372 -9.990 1.572 0.06
H 3.988 -5.587 -9.058 0.12
H 1.183 -6.625 -7.308 0.07
H -3.606 2.416 4.939 0.02
H -0.733 -0.435 2.518 0.06
H -3.582 -6.558 -5.741 0.09
H 6.177 -7.873 3.185 0.08
H 0.806 1.834 11.249 0.13
H 2.853 2.277 7.794 0.08
H 4.261 9.533 -12.997 0.08
H -4.683 2.133 3.913 0.03
H 5.990 -9.626 2.978 0.09
H -5.223 10.464 -3.771 0.08
H 4.136 -6.188 -11.352 0.08
H -5.415 -6.233 -5.969 0.09
H -5.395 8.008 5.634 0.12
H 3.530 -4.989 -6.641 0.08
H 1.822 -1.250 -0.564 0.08
H -1.237 0.398 8.619 0.09
H 2.809 7.295 -10.906 0.11
H -0.533 2.460 -0.444 0.09
H 8.292 -1.644 3.349 0.07
H 1.887 -4.933 -6.098 0.06
H -5.447 10.167 0.032 0.13
H -10.020 -7.771 0.629 0.13
H 8.996 1.420 6.330 0.12
H 2.860 11.590 -11.677 0.07
H 1.058 -4.672 -8.468 0.14
H 11.000 3.185 3.659 0.08
H 0.781 2.557 -1.643 0.08
H 2.466 -1.619 1.223 0.08
H -2.418 9.562 -1.863 0.06
H -0.614 -1.905 1.965 0.07
H 6.474 -0.388 4.628 0.07
H -1.343 0.305 0.261 0.11
H -7.561 12.337 -1.804 0.09
H -2.024 7.067 5.771 0.09
H -4.471 8.854 -3.640 0.08
H -1.732 -8.618 -2.482 0.08
H -2.283 -6.913 -2.685 0.09
H 1.016 0.423 1.272 0.12
H 7.450 -7.632 1.096 0.14
H 0.347 7.291 -9.029 0.08
H -3.440 10.133 -3.663 0.07
H 2.450 10.990 -10.159 0.08
H -2.926 9.619 -0.370 0.06
H -4.537 -9.035 -5.881 0.14
H -6.271 -5.661 2.396 0.08
H -6.441 -5.556 0.740 0.07
H 9.271 -0.234 2.997 0.07
H 1.498 10.573 -11.535 0.08
H -11.443 -8.088 2.541 0.08
H 10.311 0.393 5.825 0.11
H -4.813 -7.349 -3.510 0.13
H 1.286 7.462 -7.527 0.08
H -7.888 7.718 6.251 0.08
H -4.601 -7.044 -7.162 0.08
H -5.456 5.930 4.633 0.06
H 1.215 2.131 -0.107 0.08
H -5.022 5.771 7.569 0.13
H 11.724 2.301 4.921 0.08
H -6.892 -8.718 -6.068 0.07
H -6.410 12.389 -0.604 0.08
H 7.139 0.953 4.011 0.08
H -4.288 7.364 7.582 0.13
H -10.355 -6.822 3.087 0.07
H 4.118 9.514 -10.736 0.13
H 2.532 -3.506 -6.845 0.07
H -3.221 -8.236 -1.882 0.08
H 4.102 -4.466 -11.675 0.08
H -6.935 6.682 4.539 0.07
H 6.840 -10.380 0.875 0.06
H -1.622 1.713 9.850 0.08
H 2.680 4.143 10.908 0.07
H -6.513 -9.020 -4.647 0.06
H -6.926 -4.142 1.688 0.09
H 1.262 -2.518 0.411 0.07
H -5.758 12.232 -2.125 0.08
H -7.513 -7.640 0.748 0.11
H 10.068 -8.985 4.501 0.08
H 10.796 -7.651 3.589 0.09
H -7.572 -7.579 2.532 0.12
H -2.444 5.793 4.553 0.09
H -7.105 7.451 7.892 0.08
H 1.279 2.693 8.087 0.06
H 3.010 -5.539 -12.527 0.08
H -3.299 7.174 4.608 0.08
H -6.940 8.850 7.025 0.07
H 2.619 1.310 9.519 0.13
H 3.531 2.614 11.400 0.07
H -5.801 8.744 -1.039 0.14
H -10.005 -8.438 3.639 0.08
H -4.765 -9.066 -3.380 0.12
H 0.211 3.112 10.102 0.13
H -9.007 -9.877 2.297 0.05
H 10.273 3.426 5.313 0.09
H 9.946 -1.477 4.042 0.07
H 8.431 -1.074 5.708 0.13
H 9.488 -8.766 1.703 0.12
```

SMILES ... COC[C@H](C)N.COC[C@H](C)N.COC[C@H](C)N.COC[C@H](C)N.COC[C@H](C)N.COC[C@H](C)N.COC[C@H](C)N.COC[C@H](C)N.COC[C@H](C)N.COC[C@H](C)N.O
Gap between HOMO and LUMO ... 9.42 eV
Molecular weight ... 909.39 g mol⁻¹

***

b.
This record from OMol25 describes a 11-piece molecular cluster, C40H112N10O11 overall. The level of theory is ωB97M-V/def2-TZVPD.

```
173
Properties=species:S:1:pos:R:3:lowdin_charge:R:1
O -0.141 4.053 3.636 -0.20
O 0.762 0.175 0.480 -0.21
O -8.168 2.657 0.089 -0.17
O 5.722 -0.603 -0.582 -0.24
O -0.737 -0.781 -7.146 -0.21
O -2.554 -2.777 3.005 -0.18
O -2.211 2.381 -1.784 -0.07
O 5.595 -1.666 -6.609 -0.21
O -6.946 0.316 4.202 -0.18
O 1.973 -4.288 0.700 -0.20
O 5.649 3.719 -1.859 -0.21
N 3.136 5.476 4.603 0.02
N 3.581 1.802 -2.359 0.06
N 2.880 -0.926 -4.186 0.05
N 1.744 -5.501 4.304 0.02
N -8.733 3.670 4.218 0.02
N -5.205 1.321 -1.648 0.05
N 6.566 -3.571 1.593 0.04
N -1.108 2.348 1.015 0.06
N -0.774 -3.084 -5.184 0.03
N -4.062 -4.921 1.582 0.04
C -0.113 -0.758 -5.875 -0.20
C -9.523 2.565 -0.083 -0.16
C 0.108 -0.260 -8.205 -0.08
C -7.779 1.417 3.796 -0.16
C -3.259 -3.269 0.060 -0.04
C 3.270 -4.748 0.347 -0.11
C -5.982 2.226 -0.787 -0.44
C 4.611 3.516 -0.942 -0.23
C -5.581 0.385 3.889 -0.12
C -2.827 -4.331 1.126 -0.43
C -5.296 3.547 -0.767 -0.06
C 3.372 3.082 -1.722 -0.44
C -1.390 1.003 1.398 -0.39
C 5.803 5.086 -2.445 -0.04
C 1.492 -0.755 -0.285 -0.08
C 4.276 -1.709 -6.086 -0.19
C 1.674 -4.211 2.108 -0.15
C 6.549 -3.407 -0.785 -0.06
C -1.019 3.326 4.427 -0.14
C -7.650 2.724 4.604 -0.42
C -7.668 2.633 6.113 -0.08
C 5.100 -1.844 -3.703 -0.05
C 1.134 4.113 4.292 -0.17
C 5.500 -1.497 0.523 -0.15
C 1.927 5.421 3.896 -0.44
C 4.222 -1.035 -4.700 -0.42
C 1.081 -6.642 2.323 -0.06
C 2.066 -5.590 2.849 -0.39
C 6.088 -0.427 -7.088 -0.10
C 2.258 2.888 -0.708 -0.07
C -0.471 -1.499 -3.366 -0.06
C -0.644 0.060 0.389 -0.16
C 6.880 0.246 -0.388 -0.08
C -0.931 -1.664 -4.843 -0.38
C -1.926 -3.796 2.232 -0.20
C -2.024 -2.619 4.238 -0.15
C -2.904 0.663 1.515 -0.03
C -7.487 2.142 -1.058 -0.18
C 6.635 -2.655 0.496 -0.44
C 2.243 5.500 2.365 -0.05
H 5.160 5.055 -3.325 0.08
H 5.609 -3.951 -0.881 0.07
H -1.011 0.874 2.412 0.12
H 6.798 5.360 -2.795 0.08
H 4.696 -2.822 -3.440 0.08
H -0.027 0.289 -5.584 0.12
H -0.103 2.397 0.930 0.07
H 5.503 -0.319 -8.002 0.09
H -5.156 1.270 4.362 0.08
H 2.183 -3.331 2.500 0.12
H -1.392 -3.652 -4.622 0.06
H 0.618 -1.539 -3.321 0.04
H 5.273 -1.278 -2.788 0.05
H 2.562 -0.610 -0.134 0.08
H 3.522 -1.353 -6.787 0.11
H 7.165 -0.539 -7.207 0.09
H -9.977 3.239 -0.809 0.09
H -7.752 2.742 -1.929 0.13
H 2.702 2.431 0.176 0.08
H 1.384 6.342 4.110 0.14
H 7.619 -2.188 0.521 0.12
H 4.320 4.427 -0.419 0.11
H -7.891 3.543 6.671 0.08
H -0.699 2.284 4.430 0.08
H 4.657 -0.037 -4.755 0.11
H 1.902 3.878 -0.424 0.07
H -2.331 -2.889 -0.368 0.05
H -4.898 1.902 -2.415 0.06
H 2.975 5.221 5.567 0.07
H 3.425 -4.647 -0.727 0.09
H -2.000 3.243 3.960 0.09
H 5.514 5.902 -1.783 0.08
H 1.010 -0.872 -8.220 0.08
H -6.795 2.086 6.468 0.07
H -6.671 3.151 4.385 0.12
H -3.737 -3.749 -0.794 0.08
H -5.940 1.785 0.209 0.12
H -10.116 2.881 0.775 0.08
H -3.794 -5.728 2.127 0.07
H -1.982 -1.388 -4.932 0.12
H 1.366 -7.657 2.599 0.08
H -8.384 1.898 6.480 0.08
H -4.938 -0.331 4.401 0.08
H 6.098 -1.970 -4.123 0.08
H 5.643 -3.981 1.565 0.03
H -2.766 -2.060 4.808 0.09
H -1.244 3.046 1.732 0.06
H 1.303 5.328 1.842 0.07
H 4.085 -4.281 0.901 0.05
H -4.286 -4.300 2.346 0.07
H -3.367 1.390 2.182 0.06
H 3.481 -5.806 0.504 0.09
H -9.821 1.535 -0.279 0.09
H -8.813 1.101 3.936 0.12
H -8.895 4.461 4.825 0.06
H 6.914 0.742 0.583 0.09
H 7.461 -4.004 -0.812 0.09
H -7.795 1.108 -1.217 0.12
H 0.409 0.723 -7.842 0.08
H -0.316 -0.116 -9.198 0.09
H 2.903 -0.396 -3.327 0.04
H -5.883 4.315 -0.264 0.09
H -0.827 -0.990 0.617 0.11
H -9.644 3.253 4.349 0.06
H -0.974 0.236 -0.635 0.11
H 1.083 4.005 5.375 0.11
H 1.116 -0.855 -1.303 0.07
H 5.954 0.459 -6.468 0.07
H 3.117 -5.849 2.718 0.12
H 7.762 -0.391 -0.451 0.08
H 6.390 -3.165 2.501 0.07
H 2.260 -0.365 -4.753 0.05
H 2.667 6.424 1.973 0.08
H 1.280 -6.557 1.254 0.07
H 0.044 -6.380 2.532 0.07
H 1.883 -6.419 4.703 0.06
H 1.422 2.380 -1.189 0.08
H 1.294 -1.737 0.145 0.07
H 6.900 0.996 -1.178 0.08
H -1.805 -3.581 4.702 0.09
H -1.685 -4.655 2.857 0.12
H 4.091 -2.782 -6.043 0.13
H -3.804 -2.410 0.451 0.07
H 0.915 -1.117 -5.918 0.09
H 4.929 2.793 -0.191 0.12
H -5.372 0.371 2.820 0.07
H 5.484 -0.886 1.426 0.11
H 2.914 4.688 2.085 0.06
H -5.103 3.828 -1.802 0.09
H -7.740 1.564 2.717 0.11
H 1.681 3.225 3.975 0.13
H 0.608 -4.043 2.262 0.08
H -1.047 -2.142 4.324 0.09
H 3.126 3.795 -2.509 0.14
H -1.086 -3.258 -6.128 0.06
H -2.208 -5.048 0.586 0.14
H 3.652 1.098 -1.639 0.05
H -1.091 -3.379 1.669 0.10
H -0.801 -2.345 -2.763 0.07
H 3.681 4.721 4.212 0.07
H 2.489 -4.943 4.698 0.06
H -5.855 0.693 -2.098 0.07
H -0.941 -0.610 -2.947 0.07
H -3.073 2.101 -1.475 -0.03
H -4.334 3.645 -0.263 0.08
H -1.706 2.527 -0.984 -0.02
H 4.511 1.939 -2.728 0.07
H -3.140 -0.383 1.710 0.06
H -3.387 0.824 0.552 0.06
H -1.043 3.662 5.464 0.09
H 6.662 -2.830 -1.703 0.06
H 4.483 -1.888 0.497 0.10
```

SMILES ... COC[C@H](C)N.COC[C@H](C)N.COC[C@H](C)N.COC[C@H](C)N.COC[C@H](C)N.COC[C@H](C)N.COC[C@H](C)N.COC[C@H](C)N.COC[C@H](C)N.COC[C@H](C)N.O
Gap between HOMO and LUMO ... 8.98 eV
Molecular weight ... 909.39 g mol⁻¹

***

Short version: a is the least stable of them.